No. 1
ORCA calculation (the ωB97M-V functional and the def2-TZVPD basis) on a molecular structure, C72H84CdClGe2N3O6S5Si2Te.

Structure (XYZ):
```
177
C72H84CdClGe2N3O6S5Si2Te the ωB97M-V functional and the def2-TZVPD basis
Cd 0.457 -0.990 -0.193
C -6.527 -2.672 0.132
C -5.458 -3.702 -0.094
C -5.380 -4.388 -1.298
C -4.351 -5.282 -1.542
C -4.258 -6.012 -2.849
C -3.371 -5.486 -0.568
C -3.448 -4.827 0.657
C -2.401 -5.060 1.697
C -4.501 -3.950 0.877
C -2.313 -6.487 -0.833
C -2.601 -7.808 -0.497
C -1.706 -8.822 -0.777
C -0.524 -8.509 -1.420
C -0.212 -7.192 -1.750
C -1.101 -6.165 -1.444
Ge -0.545 -4.217 -1.726
S 0.742 -3.519 -0.115
S 0.490 -3.790 -3.732
Ge -0.782 -1.877 -3.628
S -0.183 -0.136 -2.453
S -2.377 -2.925 -2.340
C -1.148 -1.380 -5.572
C -2.292 -0.645 -5.876
C -2.586 -0.294 -7.190
C -1.736 -0.653 -8.218
C -0.581 -1.347 -7.916
C -0.267 -1.704 -6.604
C 1.063 -2.339 -6.443
C 1.290 -3.626 -6.928
C 0.161 -4.480 -7.429
C 2.584 -4.124 -6.964
C 3.658 -3.370 -6.530
C 5.066 -3.881 -6.610
C 3.414 -2.099 -6.031
C 2.137 -1.563 -5.992
C 1.935 -0.160 -5.514
C -3.208 -0.159 -4.821
C -2.994 1.101 -4.263
C -1.840 1.963 -4.676
C -3.888 1.572 -3.312
C -4.989 0.830 -2.922
C -5.952 1.363 -1.902
C -5.206 -0.404 -3.519
C -4.331 -0.909 -4.465
C -4.598 -2.230 -5.121
C 1.074 -6.988 -2.461
C 1.112 -7.091 -3.853
C -0.160 -7.252 -4.629
C 2.335 -7.036 -4.503
C 3.516 -6.886 -3.795
C 4.840 -6.858 -4.502
C 3.464 -6.803 -2.411
C 2.258 -6.864 -1.730
C 2.217 -6.806 -0.235
H -7.490 -3.028 -0.234
H -6.275 -1.763 -0.420
H -6.619 -2.418 1.187
H -6.119 -4.207 -2.069
H -5.108 -5.778 -3.488
H -4.219 -7.090 -2.688
H -3.341 -5.724 -3.365
H -2.220 -6.125 1.836
H -2.677 -4.612 2.647
H -1.460 -4.611 1.376
H -4.576 -3.444 1.827
H -3.547 -8.033 -0.022
H -1.938 -9.848 -0.517
H 0.175 -9.292 -1.685
H -3.483 0.278 -7.395
H -1.958 -0.381 -9.243
H 0.112 -1.614 -8.702
H -0.787 -4.150 -7.012
H 0.328 -5.517 -7.147
H 0.098 -4.432 -8.519
H 2.752 -5.119 -7.353
H 5.106 -4.853 -7.099
H 5.488 -3.976 -5.611
H 5.689 -3.184 -7.171
H 4.246 -1.507 -5.678
H 2.882 0.373 -5.477
H 1.514 -0.154 -4.507
H 1.242 0.375 -6.162
H -1.464 1.681 -5.657
H -1.029 1.844 -3.957
H -2.134 3.011 -4.689
H -3.715 2.543 -2.869
H -5.650 2.356 -1.576
H -5.985 0.711 -1.030
H -6.961 1.421 -2.313
H -6.073 -0.986 -3.242
H -5.610 -2.565 -4.905
H -3.902 -2.975 -4.735
H -4.464 -2.162 -6.201
H -0.831 -7.948 -4.131
H 0.040 -7.611 -5.637
H -0.662 -6.287 -4.694
H 2.365 -7.117 -5.582
H 4.699 -6.810 -5.579
H 5.420 -7.753 -4.265
H 5.413 -5.990 -4.183
H 4.384 -6.690 -1.853
H 3.219 -6.872 0.181
H 1.603 -7.610 0.171
H 1.770 -5.863 0.084
O 3.035 1.952 0.666
Cl 3.025 1.049 -0.448
O 4.251 1.192 -1.149
O 2.918 -0.292 0.034
O 1.938 1.362 -1.286
O 0.702 0.592 1.679
S 1.951 0.528 2.460
C 1.455 -0.003 4.126
C 2.475 -0.198 5.041
C 2.169 -0.474 6.361
C 0.844 -0.557 6.762
C -0.169 -0.380 5.836
C 0.134 -0.105 4.512
C 2.183 2.190 3.200
C 3.478 2.632 3.397
C 3.702 3.881 3.954
C 2.631 4.679 4.317
C 1.336 4.224 4.132
C 1.104 2.974 3.574
H 3.501 -0.125 4.709
H 2.965 -0.618 7.077
H 0.602 -0.770 7.795
H -1.200 -0.475 6.138
H -0.642 0.005 3.773
H 4.300 2.000 3.102
H 4.712 4.236 4.102
H 2.801 5.663 4.733
H 0.507 4.851 4.428
H 0.097 2.605 3.440
C 2.982 5.272 -1.004
Si 1.359 6.152 -0.543
C 1.708 7.993 -0.073
C 0.177 6.163 -2.052
C 0.555 5.245 0.897
Te 0.149 3.163 0.297
C -2.005 3.605 0.106
Si -2.936 3.509 1.756
C -2.598 1.881 2.684
C -4.836 3.624 1.484
C -2.473 5.033 2.830
H 3.385 5.596 -1.959
H 2.787 4.205 -1.068
H 3.750 5.406 -0.247
H 2.175 8.525 -0.896
H 2.371 8.076 0.783
H 0.794 8.523 0.179
H 0.637 6.584 -2.942
H -0.736 6.720 -1.856
H -0.103 5.137 -2.277
H -0.387 5.677 1.208
H 1.216 5.210 1.759
H -2.385 2.859 -0.588
H -2.086 4.574 -0.378
H -3.472 1.237 2.689
H -2.307 2.039 3.720
H -1.797 1.341 2.184
H -5.173 2.866 0.785
H -5.142 4.593 1.099
H -5.366 3.456 2.417
H -1.424 5.007 3.104
H -3.056 5.076 3.745
H -2.646 5.964 2.295
N -3.052 -0.876 0.812
C -2.240 -1.408 1.787
O -1.022 -1.556 1.571
C -2.860 -1.716 3.031
C -2.193 -2.359 4.067
N -1.732 -2.918 4.967
C -4.203 -1.472 3.268
N -5.328 -1.288 3.475
H -4.044 -1.034 0.902
H -2.685 -0.888 -0.132
```

Values from the calculation:
net charge	-2
spin multiplicity	1
frontier orbital gap	6.484	eV
LUMO	3.43	eV
ΔE to the lowest compared entry with this formula, charge and spin	0.0	kJ/mol

No. 2
ORCA calculation (the ωB97M-V functional and the def2-TZVPD basis) on a molecular structure, C72H88BN11OPS7Sc.

Structure (XYZ):
```
182
C72H88BN11OPS7Sc the ωB97M-V functional and the def2-TZVPD basis
Sc 0.162 0.091 1.258
C 1.767 -4.578 -3.240
C 0.593 -3.802 -3.749
C -0.017 -3.978 -4.957
C -1.131 -3.192 -5.367
N -1.616 -2.236 -4.605
N -1.001 -2.073 -3.438
B -1.190 -1.085 -2.216
N -0.841 0.372 -2.654
N -0.310 0.403 -3.894
C -0.073 1.556 -4.447
C -0.421 2.760 -3.789
C -0.949 2.739 -2.541
C -1.338 3.989 -1.816
C -1.104 1.462 -1.922
S -1.653 1.348 -0.303
C 0.526 1.559 -5.842
C 1.698 2.548 -5.900
C -0.581 1.994 -6.816
C 1.020 0.166 -6.223
N -2.598 -1.195 -1.585
N -3.444 -0.855 -2.583
C -4.724 -0.954 -2.390
C -5.218 -1.456 -1.161
C -4.378 -1.752 -0.139
C -4.896 -2.234 1.183
C -2.972 -1.559 -0.349
S -1.907 -1.732 0.986
C -5.655 -0.532 -3.512
C -6.673 0.476 -2.960
C -6.384 -1.785 -4.023
C -4.873 0.117 -4.652
C 0.012 -2.780 -2.979
S 0.239 -2.139 -1.383
C -1.796 -3.449 -6.712
C -2.355 -4.878 -6.720
C -0.747 -3.299 -7.824
C -2.935 -2.463 -6.955
H 1.980 -5.434 -3.878
H 1.581 -4.934 -2.225
H 2.654 -3.942 -3.203
H 0.356 -4.741 -5.630
H -0.259 3.709 -4.285
H -1.309 4.841 -2.493
H -0.640 4.160 -0.993
H -2.336 3.896 -1.388
H 1.371 3.582 -5.780
H 2.185 2.475 -6.873
H 2.442 2.331 -5.129
H -0.945 3.000 -6.591
H -1.430 1.306 -6.775
H -0.192 2.001 -7.836
H 1.804 -0.176 -5.541
H 1.430 0.196 -7.234
H 0.207 -0.560 -6.195
H -6.286 -1.576 -1.023
H -5.982 -2.297 1.164
H -4.587 -1.562 1.984
H -4.486 -3.215 1.425
H -7.340 0.028 -2.220
H -7.294 0.850 -3.775
H -6.172 1.330 -2.498
H -6.947 -2.282 -3.230
H -5.677 -2.504 -4.443
H -7.090 -1.505 -4.806
H -4.375 1.031 -4.319
H -5.567 0.376 -5.454
H -4.109 -0.551 -5.046
H -1.572 -5.627 -6.577
H -2.832 -5.079 -7.680
H -3.103 -5.010 -5.935
H 0.039 -4.055 -7.754
H -0.279 -2.313 -7.796
H -1.228 -3.417 -8.796
H -3.705 -2.549 -6.188
H -3.389 -2.675 -7.924
H -2.579 -1.431 -6.959
O -0.386 -0.329 3.183
S -0.806 -1.195 4.373
C 0.619 -2.119 4.859
C 0.389 -3.437 5.222
C 1.459 -4.204 5.665
C 2.728 -3.648 5.726
C 2.941 -2.325 5.343
C 1.884 -1.546 4.904
C -0.959 -0.047 5.707
C -0.202 1.116 5.737
C -0.319 1.944 6.842
C -1.187 1.615 7.879
C -1.952 0.458 7.817
C -1.846 -0.385 6.719
H -0.607 -3.862 5.157
H 1.301 -5.237 5.946
H 3.559 -4.248 6.074
H 3.935 -1.898 5.392
H 2.043 -0.517 4.603
H 0.456 1.374 4.914
H 0.270 2.851 6.893
H -1.272 2.267 8.738
H -2.631 0.209 8.621
H -2.433 -1.294 6.663
N 5.547 -4.427 3.620
C 6.000 -5.604 4.186
C 7.234 -5.977 4.718
C 7.325 -7.264 5.199
C 6.232 -8.153 5.154
C 5.020 -7.774 4.626
C 4.907 -6.470 4.133
N 3.819 -5.835 3.552
C 4.242 -4.637 3.265
C 3.390 -3.605 2.660
C 2.048 -3.894 2.424
C 1.224 -2.905 1.943
N 1.654 -1.658 1.689
C 2.954 -1.395 1.862
C 3.847 -2.334 2.339
H 6.081 -3.586 3.497
H 8.076 -5.299 4.756
H 8.261 -7.605 5.622
H 6.356 -9.155 5.544
H 4.176 -8.450 4.588
H 1.667 -4.882 2.645
H 0.173 -3.100 1.770
H 3.283 -0.394 1.618
H 4.880 -2.040 2.470
C -6.265 3.253 4.724
C -4.909 3.836 5.113
C -3.735 2.954 4.695
C -3.505 2.975 3.183
N -2.191 2.491 2.779
C -1.039 3.167 2.865
S 0.434 2.519 2.295
N -1.072 4.392 3.391
C 0.018 5.375 3.299
C -0.019 6.136 1.981
C -1.247 7.029 1.815
C -1.330 8.161 2.835
H -7.084 3.883 5.071
H -6.399 2.262 5.163
H -6.370 3.156 3.640
H -4.869 3.987 6.193
H -4.794 4.828 4.661
H -3.918 1.923 5.011
H -2.819 3.271 5.201
H -3.657 3.984 2.783
H -4.225 2.341 2.666
H -2.127 1.564 2.393
H -1.985 4.766 3.597
H 0.963 4.849 3.407
H -0.095 6.040 4.155
H 0.040 5.406 1.168
H 0.890 6.742 1.916
H -2.159 6.421 1.861
H -1.229 7.450 0.808
H -1.537 7.799 3.845
H -2.121 8.865 2.580
H -0.391 8.718 2.872
S 1.894 4.089 -0.602
P 2.880 2.417 -0.752
S 1.905 0.609 -0.496
C 3.649 2.220 -2.393
C 4.440 3.281 -2.838
C 5.109 3.193 -4.049
C 4.995 2.047 -4.827
C 4.203 0.995 -4.395
C 3.529 1.078 -3.181
C 4.293 2.320 0.398
C 5.133 1.204 0.365
C 6.235 1.136 1.203
C 6.504 2.180 2.084
C 5.673 3.288 2.118
C 4.568 3.362 1.273
H 4.520 4.179 -2.237
H 5.721 4.020 -4.386
H 5.524 1.978 -5.769
H 4.110 0.104 -5.004
H 2.909 0.255 -2.848
H 4.930 0.399 -0.333
H 6.898 0.281 1.158
H 7.373 2.134 2.729
H 5.888 4.105 2.795
H 3.914 4.226 1.284
```

Values from the calculation:
net charge	+2
spin multiplicity	1
frontier orbital gap	7.138	eV
LUMO	-4.39	eV
ΔE to the lowest compared entry with this formula, charge and spin	45.4	kJ/mol

In order of appearance, electronic energy = -11029.640093; -7388.170724 hartree.